A 10-piece molecular cluster, C10H40N6O10 overall. Source: the OMol25 dataset; level of theory: ωB97M-V with the def2-TZVPD basis set.

The geometry in ORCA input format:
```
! RIJCOSX wB97M-V def2-TZVPD def2/J DEFGRID3
* xyz 0 1
C 0.552 0.103 -0.381
O -0.402 -0.298 0.603
H 0.177 0.838 -1.100
H 1.366 0.670 0.083
H 0.942 -0.774 -0.897
H -0.246 0.266 1.382
C -0.886 3.693 -1.543
O -1.679 2.819 -2.293
H -0.546 4.625 -2.013
H -1.397 3.988 -0.620
H 0.079 3.281 -1.238
H -2.462 3.263 -2.631
C 3.218 1.640 -2.466
O 3.165 0.362 -3.076
H 4.249 1.844 -2.174
H 2.851 2.400 -3.154
H 2.527 1.682 -1.617
H 3.482 -0.330 -2.492
C -0.231 0.013 -3.937
O -1.392 0.661 -4.419
H -0.468 -0.420 -2.957
H -0.021 -0.830 -4.596
H 0.615 0.701 -3.879
H -1.646 1.322 -3.763
C 0.571 -3.451 1.621
O 0.090 -3.187 0.315
H 1.526 -2.967 1.845
H -0.170 -3.169 2.371
H 0.749 -4.525 1.669
H -0.082 -2.240 0.255
C 3.339 -4.125 -0.527
O 2.552 -3.097 -1.084
H 4.090 -3.716 0.144
H 2.693 -4.794 0.053
H 3.799 -4.775 -1.279
H 1.720 -3.451 -1.405
C -3.334 -0.709 -1.619
O -2.753 -1.398 -0.509
H -4.312 -1.143 -1.829
H -3.508 0.342 -1.377
H -2.717 -0.852 -2.505
H -1.847 -1.066 -0.413
C 2.873 2.443 1.497
O 2.019 3.286 1.212
N 4.081 2.326 0.901
N 2.603 1.428 2.402
H 4.697 1.564 1.078
H 4.291 3.148 0.356
H 3.272 0.701 2.549
H 1.684 1.399 2.830
C -3.868 -2.472 2.673
O -4.313 -3.136 3.606
N -4.562 -2.217 1.516
N -2.634 -1.887 2.706
H -3.959 -1.920 0.744
H -5.447 -2.641 1.329
H -2.111 -1.852 3.559
H -2.323 -1.318 1.939
C -0.957 1.970 2.950
O -0.128 1.027 3.065
N -0.669 3.090 2.278
N -2.251 1.730 3.282
H -1.416 3.754 2.196
H 0.214 3.159 1.784
H -2.979 2.416 3.329
H -2.369 0.809 3.669
*
```

Structure (SMILES): NC(N)=O.NC(N)=O.NC(N)=O.CO.CO.CO.CO.CO.CO.CO
HOMO (eV): -9.16
HOMO-LUMO gap (Ha): 0.3438
ΔE to the lowest compared entry with this formula, charge and spin (kJ/mol): 31.8
Lowest unoccupied orbital energy (Eh): 0.0072



C28H33Cl2HfN9O7S2 as an isolated structure. Source: the OMol25 dataset; level of theory: ωB97M-V with the def2-TZVPD basis set.

The geometry in ORCA input format:
```
! RIJCOSX wB97M-V def2-TZVPD def2/J DEFGRID3
* xyz 0 1
Hf 1.245 -0.811 -0.886
N 4.172 -3.097 -3.847
C 3.220 -2.453 -3.111
S 3.715 -1.056 -2.228
N 2.031 -2.997 -3.206
N 1.000 -2.331 -2.520
C -0.145 -2.850 -2.812
C -1.465 -2.429 -2.367
C -2.538 -3.283 -2.638
C -3.823 -2.976 -2.240
C -4.045 -1.771 -1.571
C -3.006 -0.895 -1.319
C -1.698 -1.208 -1.709
O -0.701 -0.385 -1.469
H 5.135 -2.885 -3.659
H 3.936 -4.001 -4.215
H -0.103 -3.678 -3.520
H -2.339 -4.212 -3.162
H -4.639 -3.654 -2.444
H -5.045 -1.511 -1.248
H -3.168 0.045 -0.808
N 2.753 0.781 0.049
C 2.443 2.061 -0.618
C 3.389 3.214 -0.371
C 2.897 4.535 -0.967
C 1.484 5.032 -0.616
N 0.345 4.219 -1.094
C 0.178 3.814 -2.344
N -0.686 2.835 -2.616
N 0.829 4.429 -3.353
C 2.123 1.808 -2.096
O 2.410 2.627 -2.953
O 1.422 0.744 -2.286
H 2.588 0.887 1.055
H 3.719 0.485 -0.105
H 1.482 2.338 -0.188
H 4.373 2.987 -0.789
H 3.511 3.321 0.713
H 2.999 4.455 -2.049
H 3.573 5.331 -0.644
H 1.368 6.048 -1.000
H 1.344 5.101 0.463
H -0.193 3.692 -0.403
H -0.984 2.213 -1.863
H -0.643 2.405 -3.527
H 1.628 4.989 -3.096
H 0.983 3.876 -4.184
C -4.339 1.286 5.999
C -3.304 1.234 4.908
C -1.973 0.944 5.193
C -1.017 0.911 4.192
C -1.407 1.154 2.882
C -2.725 1.461 2.570
C -3.663 1.492 3.587
S -0.189 1.172 1.618
O -0.788 1.937 0.526
O 1.003 1.781 2.178
N 0.182 -0.302 1.163
C -0.600 -1.477 1.281
C -1.583 -1.800 2.224
C -2.127 -3.067 2.198
C -1.698 -4.001 1.264
C -0.741 -3.600 0.366
N -0.224 -2.371 0.363
H -3.926 0.973 6.956
H -5.186 0.639 5.768
H -4.727 2.299 6.116
H -1.680 0.741 6.216
H 0.016 0.684 4.419
H -3.005 1.656 1.546
H -4.696 1.720 3.352
H -1.898 -1.100 2.969
H -2.884 -3.332 2.925
H -2.087 -5.007 1.233
H -0.372 -4.275 -0.397
Cl 2.119 -5.916 0.560
C 2.710 -4.370 -0.068
Cl 4.471 -4.426 -0.343
C 2.399 -3.197 0.871
O 2.152 -3.359 2.036
O 2.457 -2.055 0.242
H 2.257 -4.216 -1.046
*
```

HOMO (eV): -7.30
HOMO-LUMO gap (Ha): 0.2791
ΔE to the lowest compared entry with this formula, charge and spin (kJ/mol): 63.2
Lowest unoccupied orbital energy (Eh): 0.0106



C3H3MnO3 as an isolated structure. Source: the OMol25 dataset; level of theory: ωB97M-V with the def2-TZVPD basis set.

The geometry in ORCA input format:
```
! RIJCOSX wB97M-V def2-TZVPD def2/J DEFGRID3
* xyz 3 6
O 0.504 0.244 1.341
Mn 4.461 1.548 1.708
O 2.712 0.914 1.281
C 1.601 0.553 1.201
O 0.302 -0.138 -1.607
C -0.766 -0.394 -1.373
H -2.631 -0.886 -1.570
C -1.985 -0.633 -0.677
H -1.860 -1.528 -0.048
H -2.339 0.321 -0.254
*
```

HOMO (alpha / beta) (eV): -25.78 / -25.78
HOMO-LUMO gap (alpha / beta) (Ha): 0.3740 / 0.3613
ΔE to the lowest compared entry with this formula, charge and spin (kJ/mol): 0.0
Lowest unoccupied orbital energy (alpha / beta) (Eh): -0.5733 / -0.5860



A 3-piece molecular cluster, C5H16NO2 overall. Source: the OMol25 dataset; level of theory: ωB97M-V with the def2-TZVPD basis set.

The geometry in ORCA input format:
```
! RIJCOSX wB97M-V def2-TZVPD def2/J DEFGRID3
* xyz 2 2
C -0.616 -2.058 0.490
C -0.276 -0.768 1.181
C 1.155 -0.405 1.471
C 1.586 0.836 1.485
C 3.007 1.163 1.464
N -0.271 -1.897 -1.066
H -1.750 -2.198 0.478
H -0.164 -3.023 0.807
H -0.729 -0.899 2.169
H -0.676 0.191 0.719
H 1.800 -1.310 1.602
H 0.979 1.642 1.306
H 3.703 0.328 1.420
H 3.165 2.001 2.109
H 3.210 1.556 0.382
H 0.745 -1.724 -1.251
H -0.849 -1.088 -1.371
H -0.561 -2.820 -1.429
H -2.540 3.496 -2.210
H -3.175 2.676 -1.093
O -2.606 2.726 -1.811
H -1.449 0.938 -1.710
H -2.000 0.512 -2.967
O -1.688 0.127 -2.175
*
```

HOMO (alpha / beta) (eV): -17.84 / -17.84
HOMO-LUMO gap (alpha / beta) (Ha): 0.3658 / 0.2025
ΔE to the lowest compared entry with this formula, charge and spin (kJ/mol): 124.8
Lowest unoccupied orbital energy (alpha / beta) (Eh): -0.2897 / -0.4530



Repeat the fourth record exactly.
A 3-piece molecular cluster, C5H16NO2 overall. Source: the OMol25 dataset; level of theory: ωB97M-V with the def2-TZVPD basis set.

The geometry in ORCA input format:
```
! RIJCOSX wB97M-V def2-TZVPD def2/J DEFGRID3
* xyz 2 2
C -0.616 -2.058 0.490
C -0.276 -0.768 1.181
C 1.155 -0.405 1.471
C 1.586 0.836 1.485
C 3.007 1.163 1.464
N -0.271 -1.897 -1.066
H -1.750 -2.198 0.478
H -0.164 -3.023 0.807
H -0.729 -0.899 2.169
H -0.676 0.191 0.719
H 1.800 -1.310 1.602
H 0.979 1.642 1.306
H 3.703 0.328 1.420
H 3.165 2.001 2.109
H 3.210 1.556 0.382
H 0.745 -1.724 -1.251
H -0.849 -1.088 -1.371
H -0.561 -2.820 -1.429
H -2.540 3.496 -2.210
H -3.175 2.676 -1.093
O -2.606 2.726 -1.811
H -1.449 0.938 -1.710
H -2.000 0.512 -2.967
O -1.688 0.127 -2.175
*
```

HOMO (alpha / beta) (eV): -17.84 / -17.84
HOMO-LUMO gap (alpha / beta) (Ha): 0.3658 / 0.2025
ΔE to the lowest compared entry with this formula, charge and spin (kJ/mol): 124.8
Lowest unoccupied orbital energy (alpha / beta) (Eh): -0.2897 / -0.4530